No. 1
DFT (ωB97M-V/def2-TZVPD) results for a molecular structure, C39H35AsBrCaCl2N2O7PS2 at a distorted geometry.

Geometry (Å):
1 Ca 0.732 0.469 0.140
2 Cl 2.419 2.030 1.620
3 C 4.025 1.351 1.719
4 C 4.827 1.848 2.729
5 C 6.124 1.389 2.885
6 C 6.609 0.449 1.991
7 C 5.796 -0.024 0.975
8 Cl 6.509 -1.181 -0.124
9 C 4.449 0.375 0.787
10 S 3.465 -0.252 -0.493
11 H 4.421 2.606 3.388
12 H 6.743 1.752 3.697
13 H 7.620 0.072 2.073
14 S -0.776 2.622 1.533
15 C -2.523 2.676 1.364
16 C -3.209 3.878 1.605
17 C -4.591 3.952 1.516
18 C -5.330 2.828 1.167
19 C -4.668 1.633 0.916
20 C -3.284 1.535 1.026
21 As -2.239 -0.079 0.652
22 C -2.099 -0.751 2.509
23 C -1.949 0.084 3.612
24 C -1.701 -0.445 4.875
25 C -1.635 -1.818 5.063
26 C -1.799 -2.664 3.974
27 C -2.012 -2.131 2.710
28 C -3.762 -1.213 0.108
29 C -4.606 -1.914 0.965
30 C -5.694 -2.626 0.470
31 C -5.969 -2.629 -0.893
32 C -5.140 -1.925 -1.757
33 C -4.044 -1.227 -1.262
34 H -2.623 4.751 1.867
35 H -5.094 4.891 1.719
36 H -6.411 2.875 1.098
37 H -5.250 0.764 0.633
38 H -2.018 1.156 3.486
39 H -1.558 0.224 5.715
40 H -1.447 -2.228 6.049
41 H -1.762 -3.739 4.110
42 H -2.115 -2.800 1.862
43 H -4.431 -1.899 2.032
44 H -6.338 -3.168 1.153
45 H -6.823 -3.176 -1.276
46 H -5.354 -1.912 -2.820
47 H -3.389 -0.680 -1.931
48 C 3.915 4.416 -0.500
49 O 2.989 4.427 -1.577
50 P 2.108 3.035 -1.869
51 O 2.705 2.667 -3.356
52 C 3.968 2.005 -3.392
53 O 0.815 3.770 -2.535
54 C -0.116 4.412 -1.668
55 H 4.824 4.930 -0.819
56 H 4.182 3.400 -0.194
57 H 3.501 4.934 0.369
58 H 4.157 1.733 -4.430
59 H 3.975 1.110 -2.765
60 H 4.767 2.674 -3.054
61 H -1.051 4.511 -2.216
62 H 0.253 5.403 -1.391
63 H -0.300 3.836 -0.759
64 C -0.096 -4.719 0.096
65 N 0.542 -3.719 0.933
66 C 1.314 -4.059 2.012
67 C 1.918 -3.135 2.766
68 C 1.726 -1.717 2.449
69 O 2.257 -0.835 3.114
70 N 0.914 -1.424 1.369
71 C 0.378 -2.371 0.588
72 O -0.286 -2.109 -0.436
73 H 0.358 -5.689 0.299
74 H 0.040 -4.457 -0.950
75 H -1.170 -4.769 0.289
76 H 1.402 -5.121 2.206
77 H 2.554 -3.407 3.595
78 Br 1.337 -3.079 -7.570
79 C 0.866 -2.084 -6.006
80 C -0.197 -2.517 -5.232
81 C -0.561 -1.763 -4.124
82 C 0.139 -0.611 -3.793
83 C 1.228 -0.220 -4.561
84 C 1.591 -0.948 -5.688
85 C -0.290 0.201 -2.594
86 O -1.497 0.285 -2.368
87 O 0.656 0.740 -1.920
88 H -0.726 -3.425 -5.488
89 H -1.389 -2.063 -3.492
90 H 1.778 0.668 -4.269
91 H 2.428 -0.643 -6.302

- total charge = -2
- E_LUMO (eV) = 3.7100
- energy relative to the best compared isomer or geometry (same formula, charge and spin) (kcal/mol) = 29.9
- HOMO (eV) = -2.1681

No. 2
DFT (ωB97M-V/def2-TZVPD) results for a molecular structure, C39H35BIInN10O6S3 at a distorted geometry.

Geometry (Å):
1 In -0.296 -0.896 -0.397
2 C 1.668 1.513 -4.582
3 C 0.676 1.342 -3.603
4 N 0.715 0.114 -3.108
5 N 1.715 -0.522 -3.723
6 C 2.309 0.290 -4.619
7 B 2.144 -1.971 -3.389
8 N 2.848 -2.018 -2.020
9 C 4.167 -2.214 -1.821
10 C 4.409 -2.195 -0.465
11 C 3.146 -1.977 0.105
12 N 2.222 -1.881 -0.838
13 N 0.940 -2.927 -3.418
14 C 0.726 -3.887 -4.343
15 C -0.416 -4.574 -3.991
16 C -0.832 -3.955 -2.801
17 N -0.015 -2.966 -2.478
18 H 1.889 2.400 -5.153
19 H -0.050 2.053 -3.243
20 H 3.136 -0.045 -5.224
21 H 2.928 -2.319 -4.236
22 H 4.837 -2.362 -2.652
23 H 5.356 -2.325 0.029
24 H 2.862 -1.886 1.142
25 H 1.396 -4.030 -5.175
26 H -0.876 -5.406 -4.497
27 H -1.681 -4.202 -2.184
28 O -3.586 3.108 0.723
29 C -3.034 2.202 1.330
30 O -1.999 1.538 0.884
31 C -3.354 1.790 2.713
32 C -4.393 2.311 3.465
33 C -4.558 1.914 4.780
34 C -3.685 0.970 5.318
35 C -2.661 0.423 4.565
36 C -2.470 0.835 3.243
37 S -1.230 0.365 2.114
38 H -5.051 3.031 2.995
39 H -5.351 2.329 5.391
40 H -3.815 0.646 6.345
41 H -2.015 -0.321 5.007
42 C 0.447 1.876 6.585
43 O 1.328 2.143 5.509
44 C 0.894 2.808 4.395
45 C -0.245 3.582 4.300
46 C -0.485 4.326 3.150
47 C 0.451 4.368 2.137
48 C 1.596 3.588 2.222
49 C 1.787 2.741 3.305
50 N 2.872 1.869 3.462
51 C 3.833 1.416 2.643
52 C 3.989 1.367 1.261
53 C 5.332 1.239 0.780
54 C 5.632 1.256 -0.540
55 C 4.583 1.389 -1.496
56 C 3.290 1.444 -1.107
57 C 2.891 1.321 0.280
58 O 1.706 1.160 0.594
59 H -0.410 2.544 6.602
60 H 1.027 2.017 7.499
61 H 0.111 0.840 6.518
62 H -0.975 3.607 5.097
63 H -1.411 4.879 3.060
64 H 0.291 4.989 1.267
65 H 2.368 3.683 1.478
66 H 2.865 1.462 4.389
67 H 4.681 1.049 3.217
68 H 6.128 1.163 1.517
69 H 6.658 1.176 -0.880
70 H 4.826 1.420 -2.553
71 H 2.481 1.520 -1.822
72 N -2.107 0.343 -5.794
73 C -2.607 -0.027 -4.535
74 C -2.774 -1.373 -4.214
75 C -3.303 -1.733 -2.989
76 C -3.641 -0.753 -2.070
77 C -3.487 0.589 -2.377
78 C -2.991 0.949 -3.617
79 S -4.227 -1.239 -0.464
80 O -4.704 -0.057 0.201
81 O -5.222 -2.279 -0.682
82 N -2.926 -1.787 0.275
83 C -2.573 -3.079 0.292
84 S -3.639 -4.472 -0.098
85 C -2.305 -5.535 0.268
86 C -1.217 -4.817 0.618
87 N -1.365 -3.459 0.632
88 H -1.537 -0.375 -6.213
89 H -1.623 1.229 -5.776
90 H -2.468 -2.134 -4.924
91 H -3.456 -2.773 -2.733
92 H -3.759 1.328 -1.632
93 H -2.877 1.994 -3.882
94 H -2.416 -6.604 0.181
95 H -0.249 -5.222 0.882
96 I 0.208 -1.251 3.595

- total charge = -2
- E_LUMO (eV) = 3.7796
- energy relative to the best compared isomer or geometry (same formula, charge and spin) (kcal/mol) = 56.4
- HOMO (eV) = -2.0359

No. 3
DFT (ωB97M-V/def2-TZVPD) results for a molecular structure, C39H35Cl3LiN5O3P2S2Se4.

Geometry (Å):
1 Li -1.798 -0.368 -0.465
2 C 4.749 2.682 -1.780
3 S 5.141 1.823 -3.314
4 C 3.871 0.528 -3.337
5 C 2.434 1.041 -3.489
6 C 1.564 0.883 -2.238
7 N 1.148 -0.492 -1.911
8 P -0.344 -0.997 -2.975
9 C 0.744 -1.572 -4.383
10 C 0.326 -1.420 -5.704
11 C 1.126 -1.835 -6.761
12 C 2.365 -2.411 -6.524
13 C 2.810 -2.547 -5.217
14 C 2.012 -2.121 -4.164
15 C -0.779 -2.585 -2.134
16 C -1.967 -2.659 -1.394
17 C -2.345 -3.836 -0.759
18 C -1.549 -4.965 -0.841
19 C -0.373 -4.910 -1.577
20 C 0.006 -3.740 -2.214
21 P 1.214 -1.088 -0.352
22 C 2.983 -1.507 -0.049
23 C 4.042 -0.610 0.084
24 C 5.332 -1.058 0.329
25 C 5.582 -2.420 0.440
26 C 4.541 -3.326 0.304
27 C 3.249 -2.872 0.068
28 C 0.982 0.383 0.796
29 C 1.721 0.484 2.107
30 C 0.338 2.036 3.646
31 C 0.110 3.011 2.535
32 C -0.043 2.747 1.245
33 C -0.010 1.435 0.549
34 H 5.441 3.519 -1.696
35 H 4.882 2.036 -0.914
36 H 3.733 3.078 -1.789
37 H 3.973 -0.084 -2.441
38 H 4.158 -0.100 -4.182
39 H 1.952 0.530 -4.320
40 H 2.449 2.103 -3.750
41 H 0.663 1.492 -2.400
42 H 2.099 1.303 -1.380
43 H -0.628 -0.956 -5.922
44 H 0.769 -1.706 -7.776
45 H 2.982 -2.744 -7.351
46 H 3.784 -2.978 -5.013
47 H 2.389 -2.195 -3.151
48 H -2.702 -1.846 -1.345
49 H -3.288 -3.857 -0.226
50 H -1.851 -5.886 -0.357
51 H 0.251 -5.793 -1.668
52 H 0.913 -3.739 -2.799
53 H 3.854 0.450 0.009
54 H 6.139 -0.343 0.438
55 H 6.587 -2.772 0.639
56 H 4.730 -4.389 0.394
57 H 2.431 -3.578 -0.027
58 H 2.295 -0.420 2.281
59 H 1.168 2.360 4.271
60 H 0.039 4.042 2.861
61 H -0.220 3.579 0.574
62 H -0.396 1.505 -0.466
63 Se -2.607 -1.722 -4.708
64 Se -4.554 -2.358 -3.659
65 Se -4.838 -0.617 -1.969
66 Se -3.185 0.949 -2.418
67 Cl 1.077 -0.397 4.597
68 C 0.618 0.599 3.184
69 Cl -1.096 2.116 4.729
70 Cl 2.957 1.788 2.151
71 C -0.677 0.078 2.561
72 N -0.559 0.178 1.220
73 O -4.052 5.850 7.358
74 S -4.532 5.643 6.005
75 O -3.592 6.013 4.964
76 O -5.903 6.069 5.771
77 C -4.676 3.827 5.858
78 N -5.096 3.161 6.935
79 C -5.211 1.848 6.797
80 C -4.915 1.179 5.622
81 C -4.525 1.966 4.546
82 N -4.411 3.287 4.674
83 C -4.166 1.396 3.215
84 C -3.780 2.247 2.182
85 C -3.385 1.701 0.974
86 N -3.293 0.387 0.755
87 C -3.694 -0.420 1.734
88 C -4.164 0.033 2.956
89 H -5.553 1.300 7.670
90 H -4.984 0.102 5.565
91 H -3.788 3.317 2.341
92 H -3.119 2.329 0.130
93 H -3.620 -1.485 1.540
94 H -4.457 -0.692 3.703

- total charge = -2
- E_LUMO (eV) = 2.5548
- energy relative to the best compared isomer or geometry (same formula, charge and spin) (kcal/mol) = 13.5
- HOMO (eV) = -1.6359

No. 4
DFT (ωB97M-V/def2-TZVPD) results for a molecular structure, C39H35ClCrN2Si2 at a distorted geometry.

Geometry (Å):
1 C -1.813 -0.923 0.949
2 C -2.281 -0.169 -0.174
3 C -1.847 -0.850 -1.366
4 H -2.923 0.714 -0.140
5 C -1.111 -2.014 -0.967
6 C -1.097 -2.068 0.462
7 H -0.698 -2.886 1.069
8 H -2.050 -0.728 1.999
9 H -2.102 -0.572 -2.382
10 H -0.699 -2.763 -1.634
11 Cr -0.098 -0.230 -0.205
12 Si -0.633 -0.196 -6.966
13 C -0.046 1.387 -7.943
14 C 1.226 1.540 -8.541
15 H 1.920 0.691 -8.651
16 C 1.658 2.809 -8.977
17 H 2.682 2.953 -9.318
18 C 0.786 3.900 -8.956
19 H 1.147 4.894 -9.232
20 C -0.530 3.694 -8.562
21 H -1.232 4.533 -8.579
22 C -0.965 2.445 -8.109
23 H -2.029 2.304 -7.858
24 C 0.144 -1.516 -8.117
25 C -0.391 -1.779 -9.396
26 H -1.308 -1.270 -9.718
27 C 0.218 -2.701 -10.263
28 H -0.218 -2.908 -11.235
29 C 1.380 -3.370 -9.880
30 H 1.859 -4.083 -10.558
31 C 1.904 -3.129 -8.618
32 H 2.801 -3.655 -8.290
33 C 1.292 -2.232 -7.727
34 H 1.693 -2.093 -6.714
35 H -2.089 -0.225 -7.142
36 Si 2.016 0.689 -4.735
37 C 1.028 -0.921 -4.495
38 C -0.362 -1.164 -4.756
39 H -1.115 -0.345 -4.872
40 C -0.895 -2.442 -4.455
41 H -1.973 -2.616 -4.535
42 C -0.070 -3.472 -4.015
43 H -0.493 -4.462 -3.791
44 C 1.289 -3.253 -3.780
45 H 1.927 -4.036 -3.373
46 C 1.824 -1.993 -4.044
47 H 2.896 -1.835 -3.889
48 C 0.777 2.074 -4.516
49 C -0.374 1.918 -3.730
50 H -0.572 0.972 -3.225
51 C -1.264 2.980 -3.538
52 H -2.144 2.828 -2.898
53 C -0.997 4.224 -4.124
54 H -1.664 5.067 -3.939
55 C 0.140 4.394 -4.926
56 H 0.351 5.371 -5.367
57 C 1.003 3.325 -5.145
58 H 1.862 3.411 -5.825
59 H 3.233 0.884 -3.974
60 Cl 1.497 0.432 -1.736
61 C -0.067 3.926 0.714
62 C 1.092 4.029 1.493
63 C 1.718 2.867 1.930
64 C 1.246 1.629 1.485
65 N 0.112 1.562 0.717
66 C -0.555 2.678 0.368
67 C 1.989 0.382 1.640
68 C 3.235 0.285 2.271
69 C 3.970 -0.891 2.164
70 C 3.394 -1.992 1.526
71 C 2.112 -1.884 0.992
72 N 1.451 -0.704 1.011
73 H -0.585 4.811 0.360
74 H 1.522 5.000 1.756
75 H 2.600 2.877 2.570
76 H -1.474 2.564 -0.213
77 H 3.590 1.155 2.815
78 H 4.975 -0.942 2.586
79 H 3.912 -2.938 1.439
80 H 1.590 -2.732 0.545

- total charge = +1
- multiplicity = 4
- E_LUMO (spin up / spin down) (eV) = -4.4554 / -4.4663
- ⟨S²⟩ = 4.04
- energy relative to the best compared isomer or geometry (same formula, charge and spin) (kcal/mol) = 92.0
- HOMO (spin up / spin down) (eV) = -9.4464 / -7.7417

No. 5
DFT (ωB97M-V/def2-TZVPD) results for a molecular structure, C39H35F6P2PtSSb.

Geometry (Å):
1 Pt -0.406 -0.301 0.230
2 C 3.792 -2.921 2.501
3 C 3.778 -2.514 1.054
4 C 4.964 -2.617 0.325
5 C 5.019 -2.325 -1.024
6 C 3.872 -1.925 -1.702
7 C 2.691 -1.792 -1.000
8 C 2.638 -2.066 0.372
9 P 1.060 -1.876 1.201
10 C 1.268 -1.019 2.750
11 C 2.135 0.099 2.630
12 C 2.311 0.973 3.678
13 C 1.606 0.757 4.861
14 C 0.783 -0.349 4.995
15 C 0.597 -1.267 3.964
16 C -0.231 -2.487 4.253
17 C 0.132 -3.402 1.146
18 C 0.778 -4.572 0.768
19 C 0.051 -5.735 0.534
20 C -1.341 -5.718 0.629
21 C -2.001 -4.564 0.988
22 C -1.295 -3.372 1.293
23 C -1.994 -2.256 1.758
24 H 4.402 -3.816 2.621
25 H 2.802 -3.142 2.900
26 H 4.235 -2.140 3.122
27 H 5.857 -2.956 0.834
28 H 5.956 -2.428 -1.556
29 H 3.905 -1.730 -2.765
30 H 1.789 -1.483 -1.514
31 H 2.707 0.235 1.719
32 H 2.996 1.805 3.589
33 H 1.724 1.438 5.693
34 H 0.282 -0.526 5.938
35 H 0.124 -2.939 5.180
36 H -0.176 -3.244 3.475
37 H -1.279 -2.223 4.408
38 H 1.853 -4.586 0.643
39 H 0.568 -6.645 0.266
40 H -1.903 -6.620 0.430
41 H -3.078 -4.564 1.093
42 H -1.509 -1.422 2.261
43 H -3.074 -2.260 1.794
44 F -0.886 1.323 2.228
45 P -2.365 1.962 1.924
46 F -1.945 3.307 2.630
47 F -1.655 2.563 0.469
48 F -3.748 2.543 1.412
49 F -2.649 0.582 1.037
50 F -2.966 1.303 3.209
51 S 0.900 1.551 -0.272
52 Sb -0.668 2.339 -1.895
53 C -1.786 4.119 -1.601
54 C -1.330 5.115 -0.753
55 C -2.122 6.298 -0.503
56 C -3.356 6.469 -1.102
57 C -3.807 5.484 -1.954
58 C -3.013 4.306 -2.214
59 C -1.869 0.621 -1.930
60 C -1.156 -0.606 -2.036
61 C -1.870 -1.811 -1.910
62 C -3.233 -1.793 -1.654
63 C -3.904 -0.584 -1.538
64 C -3.221 0.629 -1.654
65 C 0.536 2.627 -3.562
66 C 1.532 1.688 -3.834
67 C 2.356 1.885 -4.930
68 C 2.189 3.005 -5.735
69 C 1.201 3.938 -5.454
70 C 0.366 3.754 -4.361
71 H -0.383 5.036 -0.234
72 H -1.730 7.042 0.179
73 H -3.949 7.350 -0.899
74 H -4.768 5.570 -2.444
75 H -3.412 3.585 -2.918
76 H -0.160 -0.642 -2.469
77 H -1.343 -2.749 -2.030
78 H -3.774 -2.724 -1.558
79 H -4.966 -0.574 -1.332
80 H -3.761 1.548 -1.464
81 H 1.686 0.821 -3.200
82 H 3.133 1.168 -5.157
83 H 2.838 3.153 -6.588
84 H 1.080 4.807 -6.084
85 H -0.405 4.486 -4.152

- total charge = +3
- multiplicity = 6
- E_LUMO (spin up / spin down) (eV) = -8.8349 / -12.7304
- ⟨S²⟩ = 8.82
- HOMO (spin up / spin down) (eV) = -14.8469 / -16.2563